# 1
The following is a quantum chemistry calculation of a cluster of 2 separate species, C6H12N2 in total, from the OMol25 dataset.

Cartesian coordinates (Å):
N1 0.328 1.653 -0.647
N2 1.737 0.595 0.735
C1 -0.270 -1.762 -1.683
C2 0.764 1.165 1.468
C3 0.724 1.062 2.938
C4 -0.137 1.826 0.587
C5 1.465 0.888 -0.531
C6 -1.754 -2.036 -1.435
H1 0.692 2.069 3.359
H2 -1.009 2.409 0.835
H3 0.200 -2.486 -2.348
H4 -2.339 -1.927 -2.345
H5 0.309 -1.852 -0.759
H6 2.011 0.489 -1.373
H7 1.656 0.614 3.279
H8 -0.173 -0.761 -2.113
H9 -0.070 2.001 -1.496
H10 -0.104 0.463 3.316
H11 -1.909 -3.064 -1.112
H12 -2.120 -1.346 -0.675

## Properties
* ΔE to the lowest compared entry with this formula, charge and spin: 1.9 kcal per mole
* total energy: -9388.601 eV
* M: 112.18 g/mol
* charge: +1
* multiplicity: 2
* ⟨S²⟩: 0.76


# 2
The following is a quantum chemistry calculation of the molecule C6H10O, from the OMol25 dataset.

Cartesian coordinates (Å):
O1 -0.085 1.744 0.225
C1 1.197 1.534 -0.298
C2 -1.234 -0.475 0.705
C3 -0.230 -1.438 0.139
C4 1.792 0.148 -0.215
C5 -2.330 -0.087 0.053
C6 1.226 -1.040 -0.012
H1 -1.023 -0.087 1.700
H2 1.897 -1.902 -0.025
H3 -3.036 0.613 0.492
H4 -0.258 -2.326 0.781
H5 -0.588 -1.767 -0.847
H6 -0.761 1.295 -0.302
H7 -2.534 -0.435 -0.958
H8 1.840 2.204 0.282
H9 2.875 0.154 -0.373
H10 1.251 1.867 -1.348

## Properties
* ΔE to the lowest compared entry with this formula, charge and spin: 34.7 kcal per mole
* total energy: -8429.737 eV
* M: 98.14 g/mol
* charge: 0


# 3
The following is a quantum chemistry calculation of the ion C7H12N2 with charge +2, from the OMol25 dataset.

Cartesian coordinates (Å):
N1 1.635 0.311 0.393
N2 -0.629 -1.864 0.232
C1 -1.347 -0.808 -0.147
C2 -2.321 -0.033 -0.708
C3 1.750 -1.124 0.164
C4 0.767 -1.991 0.156
C5 1.946 1.117 -0.830
C6 1.488 0.818 1.548
C7 -2.956 1.120 -0.168
H1 1.945 2.185 -0.657
H2 1.391 0.086 2.451
H3 -2.567 1.283 0.838
H4 -1.100 -2.727 0.584
H5 1.036 0.801 -1.477
H6 2.789 -1.537 -0.080
H7 -2.864 1.940 -0.849
H8 1.683 1.952 1.722
H9 -4.091 0.960 -0.198
H10 0.927 -3.075 -0.059
H11 -2.404 -0.351 -1.796
H12 2.923 0.938 -1.122

## Properties
* ΔE to the lowest compared entry with this formula, charge and spin: 46.8 kcal per mole
* total energy: -10412.318 eV
* M: 124.19 g/mol
* charge: +2


# 4
The following is a quantum chemistry calculation of the molecule C4H8O3, from the OMol25 dataset.

Cartesian coordinates (Å):
O1 2.121 1.050 1.503
O2 0.360 -1.256 1.551
O3 0.132 -1.273 -1.187
C1 1.445 0.627 0.594
C2 -1.019 0.807 -1.240
C3 -0.661 -0.406 -0.399
C4 0.099 -0.037 0.868
H1 0.939 -1.049 2.299
H2 -1.591 0.495 -2.118
H3 -1.585 -0.915 -0.082
H4 -1.625 1.513 -0.663
H5 1.808 0.649 -0.450
H6 0.399 -1.997 -0.602
H7 -0.121 1.323 -1.598
H8 -0.502 0.640 1.495

## Properties
* ΔE to the lowest compared entry with this formula, charge and spin: 34.4 kcal per mole
* total energy: -10419.512 eV
* M: 104.10 g/mol
* charge: 0


# 5
The following is a quantum chemistry calculation of a structure of composition C15H32NO2PSSiW, from the OMol25 dataset.

Cartesian coordinates (Å):
W1 0.000 0.000 0.000
S1 0.544 -1.363 2.029
P1 -0.383 1.198 -2.125
Si1 -2.555 -0.035 0.320
O1 -0.577 -1.805 -1.192
O2 0.476 -0.137 2.951
N1 0.172 1.464 0.967
C1 -1.007 2.911 -1.832
C2 0.072 4.896 3.369
C3 -0.871 -3.729 -2.554
C4 -1.098 3.137 2.164
C5 1.348 3.213 2.162
C6 1.283 -2.321 3.403
C7 -1.648 0.506 -3.287
C8 0.143 2.588 1.752
C9 -0.914 -2.472 1.949
C10 -0.099 -2.890 -1.568
C11 1.048 1.494 -3.268
C12 1.240 -3.355 -1.079
C13 -3.549 -1.491 -0.457
C14 1.305 4.356 2.967
C15 -1.125 4.283 2.963
H1 -2.018 2.641 1.842
H2 0.769 2.100 -4.150
H3 -1.946 2.843 -1.260
H4 -3.183 -2.466 -0.085
H5 2.298 2.780 1.835
H6 -1.858 -3.284 -2.747
H7 1.125 -3.881 -0.114
H8 0.600 -2.360 4.279
H9 -0.710 -3.473 2.383
H10 2.225 -1.829 3.725
H11 -3.000 -0.044 1.775
H12 1.850 -2.446 -0.892
H13 -1.369 -0.525 -3.556
H14 -4.627 -1.419 -0.223
H15 -1.768 -2.020 2.491
H16 -1.178 3.449 -2.782
H17 -1.178 -2.693 0.911
H18 1.720 -4.051 -1.787
H19 1.844 2.003 -2.701
H20 2.240 4.832 3.281
H21 0.045 5.793 3.998
H22 -3.304 1.192 -0.182
H23 1.442 0.517 -3.597
H24 -2.621 0.480 -2.770
H25 -0.267 3.457 -1.224
H26 -0.302 -3.807 -3.500
H27 -3.438 -1.500 -1.556
H28 -1.729 1.117 -4.204
H29 1.547 -3.343 3.059
H30 1.545 -0.487 -0.753
H31 -2.088 4.701 3.276
H32 -0.991 -4.759 -2.172

## Properties
* total energy: -51467.407 eV
* M: 533.39 g/mol
* charge: +2


# 6
The following is a quantum chemistry calculation of the molecule CH3INP, from the OMol25 dataset.

Cartesian coordinates (Å):
I1 -2.955 0.123 -0.001
P1 1.529 0.768 -0.009
N1 -0.022 0.632 0.011
C1 -0.835 -0.490 -0.008
H1 -0.737 -1.099 -0.905
H2 -0.742 -1.119 0.877
H3 1.524 2.188 0.028

## Properties
* ΔE to the lowest compared entry with this formula, charge and spin: 14.6 kcal per mole
* total energy: -19963.511 eV
* M: 186.92 g/mol
* charge: 0


# 7
The following is a quantum chemistry calculation of the molecule C23H25N3O4, from the OMol25 dataset.

Cartesian coordinates (Å):
O1 1.205 1.424 -2.743
O2 1.061 -4.216 5.099
O3 1.468 2.075 1.892
O4 -1.429 4.465 -0.677
N1 0.113 1.962 -0.838
N2 -0.022 -0.186 -1.673
N3 1.307 0.049 2.851
C1 -0.480 -1.459 2.409
C2 -0.845 1.661 0.209
C3 0.830 -2.333 -4.561
C4 -0.117 -2.549 -1.978
C5 -0.649 4.067 -2.896
C6 0.625 -3.266 4.241
C7 -0.566 -3.575 3.557
C8 -0.230 4.364 -1.445
C9 0.864 1.023 1.975
C10 0.042 -3.682 -2.750
C11 2.250 -3.991 5.820
C12 -2.551 4.365 -1.530
C13 -2.086 3.571 -2.749
C14 0.696 3.289 -0.848
C15 -1.103 -2.690 2.663
C16 0.709 -1.154 3.095
C17 1.258 -2.057 4.008
C18 0.671 -1.191 -3.798
C19 0.197 -1.291 -2.494
C20 -0.342 0.669 1.231
C21 0.490 1.088 -1.818
C22 -0.975 -0.504 1.475
C23 0.516 -3.580 -4.047
H1 -0.482 -2.633 -0.962
H2 1.605 3.245 -1.451
H3 -0.204 -4.649 -2.336
H4 -3.357 3.885 -0.970
H5 1.201 -2.245 -5.571
H6 -0.625 4.981 -3.489
H7 2.171 -1.788 4.516
H8 3.107 -3.866 5.150
H9 0.008 3.332 -3.352
H10 -1.781 1.290 -0.227
H11 0.924 -0.224 -4.197
H12 2.397 -4.880 6.430
H13 2.149 0.286 3.362
H14 -1.033 -4.524 3.761
H15 2.164 -3.116 6.471
H16 -0.408 -0.421 -0.772
H17 -1.894 -0.746 0.954
H18 -2.697 3.766 -3.627
H19 -2.880 5.371 -1.831
H20 -2.101 2.502 -2.538
H21 -1.058 2.610 0.707
H22 0.957 3.556 0.177
H23 -2.017 -2.932 2.141
H24 0.306 5.322 -1.379
H25 0.642 -4.467 -4.651

## Properties
* ΔE to the lowest compared entry with this formula, charge and spin: 32.3 kcal per mole
* total energy: -36918.432 eV
* M: 407.47 g/mol
* charge: 0